Entry 1:
{
  "formula": "C5H7NO",
  "method": "the ωB97M-V functional and the def2-TZVPD basis",
  "max_force_ha_per_bohr": 0.0179,
  "smiles": "CC1=CNC(=O)C1",
  "e_tot_ev": -8836.096,
  "species": ["C", "C", "C", "N", "C", "O", "C", "H", "H", "H", "H", "H", "H", "H"],
  "positions_angstrom": [[-1.897, 0.619, -0.331], [-0.459, 0.291, -0.054], [0.535, 1.091, 0.360], [1.741, 0.359, 0.485], [1.564, -0.956, 0.172], [2.464, -1.774, 0.233], [0.100, -1.105, -0.216], [-2.158, 0.416, -1.378], [-2.135, 1.669, -0.127], [-2.567, 0.001, 0.282], [0.484, 2.153, 0.577], [2.680, 0.560, 0.791], [-0.377, -1.837, 0.446], [0.026, -1.487, -1.241]],
  "nbo_charge": [-0.629, -0.038, -0.029, -0.625, 0.680, -0.607, -0.544, 0.217, 0.221, 0.217, 0.218, 0.424, 0.248, 0.248]
}

---

Entry 2:
{
  "formula": "C5H7NO",
  "method": "the ωB97M-V functional and the def2-TZVPD basis",
  "max_force_ha_per_bohr": 0.0272,
  "e_tot_ev": -8831.984,
  "species": ["C", "C", "C", "C", "N", "C", "O", "H", "H", "H", "H", "H", "H", "H"],
  "positions_angstrom": [[0.617, -0.170, -0.174], [-0.489, -0.781, -0.695], [0.297, -1.464, 0.422], [1.606, 0.898, -0.271], [-1.488, 0.560, 1.154], [-1.743, 0.352, -0.093], [-2.508, 0.712, -0.955], [-1.989, 1.323, 1.603], [-0.763, -1.105, -1.685], [-0.167, -1.495, 1.403], [0.979, -2.282, 0.191], [1.875, 1.270, 0.719], [1.258, 1.712, -0.906], [2.515, 0.471, -0.714]],
  "nbo_charge": [0.413, -0.396, -0.465, -0.698, -0.889, 0.724, -0.592, 0.371, 0.276, 0.262, 0.222, 0.258, 0.248, 0.265]
}

---

In eV, the energy relative to the best compared isomer or geometry (same formula, charge and spin) values for the records above are, in order, 0.106, 4.219.